The following is a DFT calculation (ωB97M-V/def2-TZVPD) of C17H36ClN4O6PTc as an isolated structure.

**Total charge**: +2
**Gap between HOMO and LUMO (alpha / beta)**: 5.93 / 5.02 eV
**Multiplicity**: 4
**Highest occupied orbital energy (alpha / beta)**: -0.510 / -0.510 hartree

Geometry as XYZ:
```
66
Properties=species:S:1:pos:R:3:nbo_charge:R:1
Tc 0.994 0.750 0.229 1.553
Cl 2.417 -1.523 -0.384 2.606
P -1.105 -1.858 -0.788 2.502
O 1.555 -2.486 -0.924 -0.770
O 3.697 -1.990 -0.161 -0.718
O -0.418 -0.528 -0.838 -1.129
O 2.423 -0.358 -1.216 -0.829
O 1.846 -1.072 0.890 -0.790
O 0.067 2.248 -1.063 -0.686
N -2.762 -1.466 -0.831 -0.808
N 2.573 1.885 1.274 -0.383
N -0.978 -2.764 0.598 -0.812
N -0.845 -2.783 -2.144 -0.814
C -1.515 -4.047 -2.323 -0.408
C 3.619 2.272 0.318 -0.440
C 1.272 3.147 -2.992 -0.653
C -1.212 -2.048 1.840 -0.414
C -0.235 -3.999 0.724 -0.405
C 0.618 2.750 2.424 -0.039
C -1.306 3.111 3.805 -0.115
C 0.514 3.449 -1.715 -0.066
C 1.993 3.085 1.923 -0.256
C -0.052 1.738 1.712 -0.175
C 3.213 1.072 2.326 -0.437
C -1.389 1.489 2.037 -0.194
C -3.167 -0.579 -1.898 -0.406
C -3.810 -2.352 -0.393 -0.412
C -2.005 2.150 3.083 -0.185
C -0.096 -2.301 -3.272 -0.398
C 0.005 3.422 3.464 -0.195
H 0.618 2.730 -3.754 0.231
H 2.642 3.457 2.722 0.246
H -1.488 -2.755 2.625 0.237
H 3.209 2.901 -0.468 0.215
H 4.049 1.379 -0.132 0.241
H -0.386 1.729 -1.746 0.527
H 3.663 0.174 1.904 0.239
H 1.140 3.977 -0.996 0.188
H -4.641 -1.749 -0.016 0.211
H 2.471 0.778 3.068 0.236
H 0.548 -3.902 1.477 0.205
H -0.908 -4.802 1.035 0.215
H -4.197 -2.960 -1.216 0.195
H 4.427 2.818 0.812 0.244
H 0.532 4.194 4.001 0.243
H -0.784 -4.849 -2.456 0.213
H -3.897 0.139 -1.519 0.211
H -3.452 -3.004 0.398 0.218
H -2.031 -1.343 1.704 0.216
H 2.079 2.443 -2.796 0.214
H 4.004 1.648 2.815 0.234
H -0.315 -1.505 2.161 0.180
H -3.633 -1.126 -2.722 0.204
H -0.746 -2.149 -4.137 0.205
H -1.943 0.778 1.442 0.231
H -0.373 4.062 -1.915 0.223
H 1.896 3.882 1.180 0.229
H -2.136 -4.273 -1.459 0.217
H 0.670 -3.029 -3.546 0.212
H 0.397 -1.366 -3.015 0.204
H -3.028 1.927 3.337 0.247
H -2.300 -0.042 -2.279 0.188
H -2.138 -4.019 -3.222 0.213
H 0.235 -4.258 -0.219 0.231
H 1.698 4.065 -3.387 0.263
H -1.790 3.637 4.614 0.249
```

The following is a DFT calculation (ωB97M-V/def2-TZVPD) of C16H10AuClN3O10S3 as an isolated structure.

**Total charge**: -1
**Gap between HOMO and LUMO (alpha / beta)**: 4.67 / 4.67 eV
**Highest occupied orbital energy (alpha / beta)**: -0.185 / -0.185 hartree

Geometry as XYZ:
```
44
Properties=species:S:1:pos:R:3:nbo_charge:R:1
Au 0.221 -0.517 0.951 1.072
Cl 5.447 -4.730 -2.157 -0.011
S 2.195 -2.216 4.701 -0.040
S 2.190 -1.641 1.801 0.042
S -0.089 -0.946 3.318 0.174
O -0.880 0.761 -1.415 -0.386
O -1.981 -0.689 0.608 -0.741
O -5.092 -0.969 3.190 -0.425
O -1.330 2.962 -1.392 -0.134
O -6.110 3.583 2.484 -0.407
O -3.860 -2.061 1.806 -0.362
O -4.874 4.793 1.200 -0.405
O 0.041 2.743 -1.759 -0.277
O 0.611 1.625 0.178 -0.852
O 1.407 -0.544 -1.427 -0.539
N -1.827 1.662 -1.064 0.101
N -5.174 3.722 1.708 0.532
N -4.305 -1.020 2.249 0.528
C -2.782 0.289 0.749 0.468
C -4.378 2.566 1.377 -0.032
C 4.273 0.126 -0.776 -0.641
C -4.673 1.350 1.951 -0.164
C 4.684 -2.221 -1.525 -0.213
C 4.272 -3.470 -1.950 -0.047
C 2.438 -1.431 -1.641 0.290
C 1.446 0.788 -1.925 -0.116
C 2.028 -2.698 -2.044 -0.223
C 2.934 -3.728 -2.195 -0.225
C 0.397 1.526 -1.088 0.667
C -3.915 0.239 1.630 -0.108
C -2.620 1.574 0.068 0.038
C 3.777 -1.178 -1.344 -0.050
C -3.368 2.676 0.418 -0.213
C 1.469 -1.629 3.350 -0.591
H 1.174 0.807 -2.982 0.198
H 5.729 -2.053 -1.300 0.221
H 0.970 -2.860 -2.208 0.237
H 5.254 -0.024 -0.327 0.220
H -5.489 1.255 2.647 0.270
H 3.597 0.493 -0.002 0.246
H 2.401 1.282 -1.770 0.195
H -3.188 3.627 -0.061 0.258
H 4.374 0.891 -1.547 0.217
H 2.607 -4.715 -2.489 0.228
```

The following is a DFT calculation (ωB97M-V/def2-TZVPD) of a 3-piece molecular cluster, C4H16N2O2 overall.

**Gap between HOMO and LUMO**: 9.80 eV
**Energy relative to the best compared isomer or geometry (same formula, charge and spin)**: 161.5 kJ/mol
**Highest occupied orbital energy**: -0.329 hartree

Geometry as XYZ:
```
24
Properties=species:S:1:pos:R:3:nbo_charge:R:1
O -3.180 -0.690 0.509 -0.987
O -1.210 -2.631 -0.098 -0.943
N -1.468 0.890 -1.334 -0.867
N 1.496 -1.369 1.016 -0.862
C 1.815 1.237 0.578 -0.427
C 0.317 1.387 0.249 -0.400
C 0.029 1.051 -1.267 -0.228
C 2.293 -0.226 0.420 -0.221
H 0.478 -0.033 -1.461 0.211
H 1.781 1.415 1.626 0.204
H 3.246 -0.382 1.007 0.202
H 1.389 -1.422 1.943 0.346
H 0.493 -1.484 0.614 0.363
H -1.876 1.779 -1.282 0.351
H -0.183 0.665 0.823 0.204
H -1.847 0.426 -2.092 0.365
H -3.483 -1.085 -0.312 0.468
H 2.460 -0.459 -0.713 0.187
H -1.449 -2.025 0.609 0.484
H -1.153 -3.443 0.419 0.466
H 0.312 1.921 -1.837 0.186
H -0.032 2.374 0.468 0.197
H 2.511 1.891 -0.031 0.208
H -2.739 0.212 0.144 0.495
```

Number 1: E -60446.40775 eV. Number 2: E -90409.73503 eV. Number 3: E -11481.29793 eV.